Entry 1:
This record from OMol25 describes a 13-piece molecular cluster, C40H115N9O13 overall at a distorted geometry. The level of theory is ωB97M-V with the def2-TZVPD basis set.

The calculation puts the highest occupied orbital energy at -0.3227 Eh.

Structure (ORCA input):
```
! wB97M-V def2-TZVPD RIJCOSX def2/J DEFGRID3
* xyz 0 1
C -7.2155 0.6050 0.3098
H 3.8784 4.9962 1.9140
H 4.5382 1.1061 -0.1276
H -1.2562 -3.2967 0.9091
H -7.5947 -0.7453 1.8818
H 2.0730 -4.1671 -5.0903
H -1.7448 4.0998 5.1280
C 2.6976 0.3636 6.3798
H 1.5897 -5.2948 5.0730
H 5.7215 1.5416 -2.1374
H -5.9597 3.0538 -4.1680
H -2.1386 -2.5213 -3.4163
H -6.0620 0.1321 -3.3718
H 3.5891 0.9434 6.6318
H 2.5651 -7.3105 4.1840
H 3.7295 -4.8562 2.9412
H 2.3662 0.1368 2.4939
H 2.6754 -3.2829 1.2502
C 1.8303 -3.1568 1.9462
H 0.3298 -5.6918 -4.5117
H 1.5418 5.6368 5.0411
H -0.2284 -5.6679 -0.7388
H 5.0626 3.1601 -2.3422
H 6.6959 2.7550 -4.1833
O -5.1724 -1.0967 1.5976
H 3.4364 0.7940 -2.2007
C 1.9562 -4.4165 -4.0343
H 3.7499 -5.1871 -3.5752
O 5.3954 1.3635 -4.9026
C -6.4907 2.1331 -3.9050
C 2.9571 1.7509 -5.1276
H 2.8240 -7.0898 5.7248
H -8.7419 1.4248 2.1232
H -2.2669 -1.2184 -2.2896
H 4.5056 1.6363 -6.6935
H -5.1007 0.9476 2.1157
H 2.0974 -5.5692 2.7523
C -1.4326 -4.1410 0.2335
C 5.6988 2.6994 -4.6162
H -8.2185 3.3420 -3.2609
C 3.6569 3.0098 0.2149
O -2.0615 3.5415 -0.6125
C -1.0337 3.7510 4.3691
O -0.9977 -2.7808 -1.6956
H 2.0717 -0.8597 4.7613
C 2.6410 -5.3343 4.7614
H -3.4235 2.4674 2.2489
H 1.6553 0.7540 -6.2248
O 2.1804 -3.5433 3.2500
H 0.6447 3.2392 -5.6957
H 0.0352 -1.5110 -0.3522
C -7.1481 0.2497 1.8105
N 1.6155 1.3206 6.2338
N -0.8335 2.8402 2.0995
H 0.3813 -5.1827 -2.7455
H 0.7640 0.8644 5.9104
C -5.6940 0.0344 2.2611
H 1.8212 1.9742 5.4842
H -3.5032 -2.0538 1.1369
H 2.1921 -0.1049 8.3874
H 5.6451 3.3090 -5.5285
C -5.5080 1.0825 -3.4442
H -7.0140 3.1258 -2.0756
C 3.4077 -4.5089 5.7927
C 0.4285 -0.6025 -0.8022
H 2.8446 2.2897 -2.2108
O 0.4240 4.0543 -5.2003
O 3.6189 0.4534 4.1053
H -0.3195 2.9952 -2.9440
H -4.6677 0.9355 -4.1303
H 1.7296 0.7421 -0.3803
C -0.7341 0.3564 -1.1067
H -3.4371 -1.3814 2.7654
H -1.1518 4.9103 -4.3469
H 0.6899 -4.3159 -0.2691
H 3.1041 2.7560 -4.7324
C -4.1299 0.5780 -1.5205
H -3.2788 0.3309 -2.1592
H 3.2046 -1.3753 7.5738
H -6.7734 -0.2072 -0.2772
C 2.3452 -3.3173 -3.0478
H 0.8969 4.2782 5.9643
H 1.8642 1.5133 -3.3089
C 2.7006 -4.8470 3.3184
C -0.9214 3.9172 -4.7439
O 0.0402 4.6459 4.1139
H -2.2154 -4.3950 -1.7770
N 3.1153 -6.7312 4.8173
H 1.4798 -1.2187 7.2615
C -1.0651 2.8144 -3.7244
O -0.5717 -0.0226 2.3806
H 3.3622 0.6067 -3.3577
H 2.4153 -3.7485 -2.0412
O -5.0280 1.4345 -2.1710
H 3.4206 -1.1510 2.7485
H -1.1503 0.0473 -2.0719
N -7.8634 1.2388 2.5942
H 6.1661 2.7555 -0.9947
H 4.0490 0.3684 2.0510
H 3.1843 -1.1187 -2.1611
H 0.1823 -5.4912 0.9442
C 4.0726 3.9967 2.3186
H -0.0138 5.7981 5.8745
C -1.5498 -1.9600 -2.6742
H -3.2473 -0.3019 1.3401
H 1.9586 -0.0343 -4.2157
H 0.1770 -0.1917 1.7821
C 3.0132 -0.3885 5.0624
H 3.1397 3.6656 2.7867
H -0.0238 3.4666 2.1083
H 4.8655 4.0173 3.0609
H -2.7386 1.5571 3.6331
N 3.0400 1.5046 -1.5911
C 0.6256 5.1140 5.3114
H 5.0078 3.1470 -3.8885
C 5.3224 2.4073 -1.5958
H -5.6733 -0.1327 3.3458
H -3.1242 -4.3608 1.3271
H -2.1338 4.4292 2.6637
H -7.9104 2.2618 -5.3626
C -7.5404 2.5833 -2.8713
H -7.3811 2.1328 2.5634
C 2.3948 -0.6563 7.4688
N 2.8382 -5.5867 -3.8292
H 3.7680 -1.1465 5.3090
H -0.2317 -4.1225 -3.8540
H 3.0712 -4.7492 6.8019
C 4.2534 1.1816 -5.7247
H -3.6442 3.1380 3.8541
H 4.1523 0.1170 -5.9416
N -7.1329 1.6524 -5.1333
H -0.7307 0.9497 2.3397
H -7.5918 0.7589 -4.9690
H -0.6011 2.8444 4.8101
C -3.7573 -1.1801 1.7405
H -2.9262 -3.0567 -0.8668
H -1.6653 4.3666 -0.9194
N -2.4767 -4.9904 0.8507
C -1.9904 -3.5842 -1.0740
H -2.0734 -5.4433 1.6700
H 3.2338 -3.4470 5.6076
H -8.2602 0.6614 -0.0118
C -2.9641 2.5414 3.2353
O 4.5039 3.0985 1.3238
H 2.2066 2.0178 -7.0428
C 0.5318 -4.9048 -3.7909
O 3.5854 -2.7159 -3.3510
H -3.0142 3.6918 -0.6643
O 1.2967 0.0357 0.1434
C 4.1580 1.9278 -0.7389
H -0.7967 -1.3915 -3.2195
H -1.2264 2.9848 1.1674
H 4.8071 -1.2361 -2.7758
H 1.0800 -3.8133 1.4837
N 1.8687 1.7443 -6.1200
H 4.4896 -4.6495 5.7659
H -8.0602 1.7606 -2.3795
C 2.4823 0.8824 -3.9499
H 2.6443 2.7650 0.5715
H -3.8068 1.0216 -0.5818
H 0.9795 -0.7921 -1.7262
H 1.5581 -2.5504 -3.0109
H -1.5215 0.2835 -0.3602
C -0.1474 -4.9321 0.0680
H -1.6380 3.7885 -5.5658
H -0.4076 1.3881 -1.2181
H 1.5091 -2.1211 1.9870
C -1.7503 3.4873 3.0750
C 3.9963 -1.8269 -2.3435
H -2.0325 2.8318 -3.2215
H 4.3799 -2.3244 -1.4512
H -0.8329 1.8330 -4.1402
C 3.3995 -0.0576 2.8116
H 3.5764 3.9706 -0.3197
H 2.6662 -6.0111 -2.9131
H -4.6244 -0.3654 -1.2522
H -6.7472 1.5245 -0.0479
*
```

Entry 2:
This record from OMol25 describes C40H25AsCl5FeN2O3 as an isolated structure. The level of theory is ωB97M-V with the def2-TZVPD basis set.

The calculation puts the highest occupied orbital energy at -0.1371 Eh.

Structure (ORCA input):
```
! wB97M-V def2-TZVPD RIJCOSX def2/J DEFGRID3
* xyz -1 1
O -1.7595 1.5088 0.0883
C 0.9555 0.8736 3.1007
C 2.8150 -3.6409 -0.0723
Fe 0.1829 1.1732 0.3076
H -3.5139 -2.0742 -0.0827
C 3.3208 0.7585 3.8026
H -3.0000 0.0251 -1.1972
C 2.8591 0.9392 1.4420
H 3.8868 -3.4947 -0.1269
H 1.3161 0.5717 6.5065
H -1.0039 -4.1449 0.1631
H -0.4878 -1.4394 2.8835
C -3.2162 3.3799 -0.0602
Cl -4.5404 2.3116 -0.4315
C -2.5968 -0.6161 -1.9736
H 4.7837 0.5512 -0.4395
C 0.0687 -4.0040 0.0878
H 1.6374 1.7747 -5.3215
C -2.3724 -2.1546 3.5987
H -0.4149 0.7894 4.7525
Cl 0.3143 6.0427 0.7676
N 0.5277 1.4362 -1.6353
C -2.6505 -1.4512 -4.2317
C 3.6627 1.1701 -3.5701
C -3.1825 -2.0925 0.9465
C 1.5926 0.6516 5.4627
As -0.5481 -1.1269 -0.0053
H 0.5031 -6.1009 0.1739
C -0.8438 3.6546 0.4012
N 2.1466 0.9724 0.3656
C 1.8410 1.2824 -1.9707
Cl -4.9976 5.4341 -0.2366
C 2.2913 1.3809 -3.2972
C 4.5179 0.8748 -2.5465
C 0.5871 -2.7145 -0.0066
H 4.0174 1.2389 -4.5912
H -1.3638 1.8558 -2.2397
H -1.0558 -2.7824 -4.7730
H 2.3696 -1.5408 -0.1424
C -1.4954 -2.1792 -3.9878
C -1.4398 -1.3548 -1.7199
O 0.0045 0.9570 2.2719
H -3.1201 -1.4880 -5.2073
C -1.9713 2.8003 0.1505
C -3.4142 4.7687 0.0121
C 2.3563 0.8657 2.7719
H -4.1025 -0.0998 -3.4020
C -3.6687 -2.5237 3.2641
C 0.6375 0.7654 4.4989
H 4.3717 0.7599 3.5361
C 2.2905 -4.9203 0.0165
C -3.2022 -0.6747 -3.2207
H 5.5664 0.7008 -2.7530
C -1.0622 5.0299 0.4649
C 1.9641 -2.5407 -0.0824
Cl -2.5506 7.3083 0.3833
C 0.9143 -5.1018 0.0977
H 2.9511 -5.7785 0.0295
H -0.7335 2.1186 -4.6515
O 0.3248 3.0996 0.5415
C -4.0707 -2.4915 1.9379
H 3.9475 0.9588 1.3616
C 1.3262 1.6877 -4.2870
C -2.3371 5.5889 0.2798
H -2.0499 -2.1712 4.6326
C 4.0673 0.7915 -1.2135
Cl 4.1681 0.4968 6.3613
C -0.8956 -2.1358 -2.7348
C 2.9568 0.6473 5.1079
H 0.0052 -2.7101 -2.5541
C -1.8884 -1.7152 1.2772
C 0.0280 1.8742 -3.9240
H -5.0814 -2.7722 1.6684
C -0.3395 1.7343 -2.5677
C 2.7461 1.0101 -0.9060
H -4.3640 -2.8303 4.0358
C -1.4888 -1.7494 2.6113
*
```

Entry 3:
This record from OMol25 describes C40H27MnN7O6S3 as an isolated structure. The level of theory is ωB97M-V with the def2-TZVPD basis set.

Its expectation value of S² is 0.774. The calculation puts the highest occupied orbital energy (spin up / spin down) at -0.0651 / -0.0644 Eh.

Structure (ORCA input):
```
! wB97M-V def2-TZVPD RIJCOSX def2/J DEFGRID3
* xyz -2 2
C 1.2339 2.3675 3.6241
H -3.9907 2.9832 -1.1058
H -5.1705 -1.5328 0.5248
C -1.0808 2.1491 4.1144
H 4.5638 0.3558 1.5373
H -6.7055 -0.3436 -1.0074
C -5.7989 0.1451 -0.6692
C 1.5352 -3.5165 -1.9803
C 1.1413 -2.2498 -1.5835
N 0.0127 1.9871 -0.4159
C 3.2672 -0.4946 3.0105
H 2.2943 -1.5841 5.3237
H -0.4791 -5.2456 0.1128
C 1.7456 1.6282 -3.6374
O -3.9324 -4.6515 -2.5966
H 0.4868 1.9156 5.5848
C 1.0609 3.9215 -3.4474
C -3.7640 0.0785 0.5879
H -2.4785 1.7841 0.3928
C -4.3579 -0.1897 -4.1114
H -1.0778 -2.9181 0.7217
H 2.1790 3.1343 -5.1041
C -5.4953 -0.2432 -4.9054
H 2.2784 2.3671 3.9258
C -2.9992 -1.4064 -2.2426
H -0.0641 4.4285 -1.6843
H 4.0396 -0.6538 3.7556
C 0.9577 -0.6131 2.3318
N 1.2858 -0.1245 1.1065
O -5.3173 -3.5573 -0.8955
C -4.9483 -0.5275 0.1958
H -7.2614 -1.3362 -5.4542
H 1.2435 -5.6214 -1.6647
H 1.0201 4.9304 -3.8452
C -0.2619 2.5829 1.9114
C -4.1166 -1.2406 -3.2409
O -0.9798 4.0049 0.1926
C 1.6508 -1.0216 -2.3074
C 0.4485 3.6500 -2.2273
C -0.7610 -1.4198 3.7984
C 3.5579 0.0546 1.7982
H 2.7195 0.6312 -0.1266
C 1.9334 -0.8477 3.3211
O -3.2749 -0.1331 3.0876
C 0.2355 2.1317 4.5542
H 2.2587 -3.5900 -2.7800
H -2.3484 2.4453 2.4149
H -3.6700 0.6455 -4.1416
Mn -0.1716 -0.0870 -0.2672
C 2.5261 0.2187 0.8546
C 1.7071 2.9208 -4.1512
N -1.2880 -0.4703 1.5476
O -3.1332 -2.1809 1.7419
C -0.4361 -0.8473 2.5701
H 2.2415 0.8281 -4.1651
C -4.9876 -2.3065 -3.1845
H -0.0932 -2.1178 5.7061
H -1.9017 1.9363 4.7887
N 1.0603 0.0716 -1.8397
C -0.4563 2.9104 0.4369
C 0.0191 -4.4183 -0.3731
C -6.3762 -1.3219 -4.8292
C 0.2231 -1.6830 4.7639
H -6.8038 -3.2193 -3.8853
C 1.1331 1.3378 -2.4202
H -1.7890 -1.6436 4.0348
C 0.9672 -4.6180 -1.3631
C 1.5462 -1.3964 4.5624
S -2.8466 -0.7666 1.8489
H -6.1311 1.9295 -1.8136
H -5.7082 0.5694 -5.5898
N 0.2418 -2.0619 -0.6058
C -1.3347 2.4154 2.7835
O 2.4810 -1.1637 -3.2197
C -3.4217 1.3379 0.1246
C 0.4789 2.3633 -1.6859
S -4.3539 -3.4257 -1.9616
N 1.0051 2.5718 2.3289
C -5.4701 1.4154 -1.1252
C -4.2798 2.0093 -0.7317
C -6.1293 -2.3756 -3.9587
C -0.3175 -3.1226 -0.0215
N -3.0803 -2.5167 -1.5339
S -1.7839 -0.2561 -2.2017
*
```

Entry 4:
This record from OMol25 describes C40H28F4HgN7 as an isolated structure at a distorted geometry. The level of theory is ωB97M-V with the def2-TZVPD basis set.

Its expectation value of S² is 0.795. The calculation puts the highest occupied orbital energy (spin up / spin down) at -0.2731 / -0.2966 Eh.

Structure (ORCA input):
```
! wB97M-V def2-TZVPD RIJCOSX def2/J DEFGRID3
* xyz 0 2
H 5.8471 -2.0136 0.0809
C -0.4125 -5.3975 0.6840
C -1.0758 -1.5196 3.6665
H 5.0900 1.8252 -1.6426
C 0.6701 0.5736 3.2612
C -4.0783 2.6072 0.5359
C -1.0038 -0.9490 2.4029
C 5.5537 -0.9800 0.1945
N 1.7989 -4.9039 3.7758
H 4.6312 2.7458 0.5970
C -1.8164 -1.5014 1.2684
C -3.3054 -6.5737 -2.3533
H -0.9248 5.8167 0.8205
C -0.2977 -1.0597 4.7129
N -1.8072 2.0131 1.1091
H 1.3584 1.3895 3.0812
H -2.7495 -0.9513 1.1279
N 2.5169 -1.5716 1.2946
F 0.9909 -2.4727 -0.9629
C -1.3398 3.2997 -3.2438
Hg 2.1366 0.1643 -0.0453
C 0.3899 -4.2385 0.5449
C -2.7421 2.9746 0.6603
N 0.0831 0.6777 0.9272
C -0.7041 -3.9259 -1.6263
C -2.3488 4.2922 0.3974
C -3.3159 5.1922 -0.0350
C 5.4666 -0.1595 -0.9198
H -0.3101 4.5629 -0.2549
H 1.2298 0.3178 5.3087
H -6.0621 3.2351 0.0552
F -2.0068 -6.9236 -0.0659
C -2.5308 -5.4064 -2.4118
N -0.6002 2.0571 -0.8408
C 0.5950 -0.0224 4.5046
F -0.3005 -6.1344 1.7997
H -5.3726 5.5428 -0.4993
N -3.9632 -7.5161 -2.3978
H 5.3408 -1.1046 2.3208
H -3.0223 6.2095 -0.2483
C 5.2791 -0.4677 1.4525
C -2.8823 -4.5790 -3.4879
C 1.9382 -2.5748 1.4078
C 0.7325 2.3553 -4.2311
C -0.7284 1.5406 0.4080
F -0.7881 -3.1800 -2.7403
C 4.8512 1.6930 0.4842
H -1.7562 -2.3419 3.8334
C 1.5073 1.1629 -1.8281
H 5.6788 -0.5568 -1.9016
C 0.2164 -3.5558 -0.6817
H -1.4021 2.6193 -1.0993
N -3.2524 -3.9256 -4.3602
H -2.2203 2.6798 -3.0700
C -4.6408 4.8208 -0.1713
C 1.5325 -4.4231 2.7675
C -1.5398 -5.0620 -1.4702
H -2.0680 -2.5427 1.4617
C -5.0270 3.5273 0.1338
H -1.3635 4.1492 -2.5592
H -0.3668 -1.5354 5.6781
C 1.9072 1.6304 -4.1738
H 4.7298 1.2677 2.5810
C -0.0736 2.4976 -3.1152
C 1.2796 -3.7713 1.5503
C 4.9237 0.8654 1.5982
C -0.1236 0.1228 2.2095
H 3.2130 0.4872 -2.9504
C 0.3016 1.8801 -1.9015
H -1.2519 -1.4391 0.3384
H 0.4288 2.7983 -5.1682
C -0.9382 4.7485 0.6174
H 2.5237 1.5227 -5.0533
H -4.3693 1.5927 0.7601
C -1.3055 -5.8013 -0.2790
H -2.0652 1.4746 1.9248
H -0.4958 4.2225 1.4617
C 5.1250 1.1781 -0.7776
H -1.4078 3.6950 -4.2540
C 2.2903 1.0528 -2.9790
*
```

Entry 5:
This record from OMol25 describes C40H30AsCl3IIrPSSi as an isolated structure at a distorted geometry. The level of theory is ωB97M-V with the def2-TZVPD basis set.

The calculation puts the highest occupied orbital energy (spin up / spin down) at -0.3862 / -0.3862 Eh.

Structure (ORCA input):
```
! wB97M-V def2-TZVPD RIJCOSX def2/J DEFGRID3
* xyz 1 1
H -2.4614 2.2227 -4.1495
C -0.8500 6.8037 -0.7328
C 1.7975 -3.0694 -3.7131
Si -0.0272 0.5169 3.5085
C 0.7127 -3.6246 4.0290
C -0.7219 5.1857 1.5177
C 1.0841 2.4057 -2.6390
C -0.3549 2.1322 -4.5421
C 0.1716 -1.9578 -2.3549
I -2.7520 -0.0098 -0.1178
C 2.7690 1.8748 0.3113
As 0.0629 2.7760 0.1193
C 0.7325 -2.5277 -1.2125
C 2.3596 -3.6329 -2.5795
C -3.7085 -4.3712 0.2836
C -3.6144 -1.9651 0.1889
H -3.7672 -6.5143 0.2824
C -1.4908 -3.3870 0.2128
C -5.7487 -3.0793 0.3280
C -0.0268 2.5348 -1.8152
C 4.1563 1.9762 0.3852
C -1.4689 2.2700 -3.7274
H -1.1154 6.9658 2.6330
H -6.8241 -3.0051 0.3573
H 1.7844 2.1190 -4.6365
H 3.8368 -2.6519 3.1968
C -1.3039 2.4702 -2.3700
H -1.2357 8.4035 0.6323
H 4.4098 5.3135 0.8415
C -1.7664 -5.8038 0.1666
C 2.5722 4.2476 0.6091
H 1.9638 5.1357 0.7272
C -0.9625 -4.6652 0.1656
C 3.9522 4.3484 0.6857
C 2.0688 -3.3691 4.1621
C 0.9171 2.2080 -3.9995
P -0.1382 -2.1454 0.3412
H 0.1537 -4.0328 4.8569
C -1.0402 7.3475 0.5271
H -0.4790 1.9739 -5.6021
H -1.3133 -6.7816 0.1178
H -2.1695 2.5980 -1.7227
H 2.2186 -3.2746 -4.6854
C 0.0643 -3.3303 2.8463
H 4.7549 1.0833 0.2992
C -3.1191 -5.6516 0.2506
C 2.1391 -2.5401 1.9124
C -4.9855 -1.9121 0.2342
C -2.8965 -3.1861 0.2291
Cl 1.7968 0.1726 4.4214
C 0.7766 -2.7960 1.7689
H 3.2132 -4.2866 -2.6713
H 2.5602 -3.5578 5.1024
C -0.5883 5.4512 -0.8726
C 2.7811 -2.8454 3.0962
H -0.9982 -3.5176 2.7539
Ir -0.2039 0.2516 1.1204
H 0.2628 -1.7764 -4.4796
H -0.8956 7.4344 -1.6093
C -0.5179 4.6411 0.2561
H 2.0824 2.4734 -2.2226
Cl -1.3863 -0.4867 4.7199
C 1.9647 3.0185 0.3957
H -0.4213 5.0306 -1.8576
C 0.7013 -2.2277 -3.6009
Cl -0.3904 2.5348 3.9037
H -5.4957 -0.9616 0.1856
H -0.6893 -1.3098 -2.2607
S 2.0710 0.3000 0.0430
H -5.6741 -5.2058 0.4152
C -0.9742 6.5404 1.6513
H 2.2823 -3.8194 -0.4546
H 2.6854 -2.0942 1.0955
H 0.1122 -4.7951 0.1386
C 1.8369 -3.3645 -1.3272
H 5.8152 3.2918 0.6232
H -0.6713 4.5491 2.3916
C 4.7416 3.2147 0.5654
C -5.1136 -4.2859 0.3525
*
```